Entry 1:
C15H17N3O5 | ωB97M-V/def2-TZVPD

Summary:
multiplicity	1
strongest force on any atom	5.898	eV/A
charge	0
energy relative to the best compared isomer or geometry (same formula, charge and spin)	206.1	kcal/mol

Atoms and positions in Å:
1 C -1.854 -0.551 -0.223
2 C -2.079 1.049 -0.744
3 C -0.873 -1.098 -1.248
4 C 0.428 -1.784 -1.016
5 C 1.736 -1.534 -1.188
6 C 0.205 -2.782 -0.076
7 C 1.513 -3.237 0.201
8 C -0.856 -3.405 0.643
9 C 1.765 -4.162 1.231
10 C -0.677 -4.570 1.445
11 C 0.716 -4.874 1.705
12 C 0.152 1.894 0.006
13 C 0.483 2.322 1.532
14 C 1.008 2.597 -0.935
15 C 1.003 4.044 -1.060
16 H -3.599 -1.308 -1.226
17 H -4.094 -0.666 0.444
18 H -1.425 -0.649 0.707
19 H -0.686 -0.473 -2.058
20 H -1.440 -2.026 -1.594
21 H 2.440 -0.724 -1.676
22 H 3.456 -2.804 -0.724
23 H -1.844 -2.843 0.178
24 H 2.823 -4.252 1.817
25 H -1.575 -5.172 1.813
26 H 0.948 -5.489 2.551
27 H -1.441 2.904 -1.019
28 H 0.498 0.784 0.057
29 H 0.913 2.180 -1.972
30 H 2.015 2.128 -0.657
31 H 1.507 3.999 0.987
32 H -1.384 1.736 1.747
33 N -3.187 -1.128 -0.144
34 N 2.411 -2.389 -0.366
35 N -1.295 2.119 -0.202
36 O -2.902 1.284 -1.702
37 O 1.550 2.740 1.963
38 O 0.413 4.562 -2.068
39 O 1.632 4.604 -0.073
40 O -0.524 1.685 2.376

Entry 2:
C32H26N7Rb | ωB97M-V/def2-TZVPD

Summary:
multiplicity	1
strongest force on any atom	0.582	eV/A
charge	0

Atoms and positions in Å:
1 Rb 0.134 -0.372 -0.257
2 C -3.859 5.611 -1.577
3 C -3.066 4.606 -0.786
4 C -2.196 4.995 0.234
5 C -1.432 4.084 0.935
6 C -1.472 2.696 0.664
7 N -0.642 1.771 1.221
8 C -0.192 1.893 2.500
9 C -0.935 2.445 3.570
10 C -0.488 2.409 4.874
11 C 0.733 1.831 5.226
12 C 1.190 1.754 6.658
13 C 1.497 1.315 4.193
14 C 1.059 1.354 2.877
15 N 1.958 0.856 1.873
16 C 2.651 1.608 0.994
17 C 3.477 0.756 0.292
18 C 3.205 -0.512 0.837
19 N 2.285 -0.445 1.790
20 C -2.392 2.326 -0.342
21 C -3.151 3.248 -1.047
22 N -2.607 0.937 -0.642
23 C -3.255 0.053 0.144
24 C -3.342 -1.130 -0.558
25 C -2.710 -0.848 -1.783
26 N -2.266 0.401 -1.826
27 H -4.105 6.484 -0.971
28 H -4.794 5.179 -1.939
29 H -3.303 5.964 -2.450
30 H -2.108 6.049 0.479
31 H -0.752 4.436 1.702
32 H -1.901 2.882 3.348
33 H -1.113 2.836 5.652
34 H 0.813 2.598 7.237
35 H 2.279 1.760 6.725
36 H 0.838 0.840 7.143
37 H 2.467 0.873 4.395
38 H 2.511 2.675 0.954
39 H 4.186 1.017 -0.475
40 H 3.633 -1.467 0.575
41 H -3.825 2.877 -1.811
42 H -3.608 0.342 1.120
43 H -3.815 -2.044 -0.245
44 H -2.553 -1.499 -2.630
45 C 3.150 -1.384 -4.404
46 C 2.392 -0.923 -3.320
47 N 1.668 -1.703 -2.548
48 C 1.652 -3.025 -2.810
49 C 2.378 -3.589 -3.875
50 C 3.140 -2.725 -4.679
51 C 2.329 -5.002 -4.117
52 C 1.591 -5.810 -3.332
53 C 0.836 -5.278 -2.234
54 C 0.059 -6.100 -1.401
55 C -0.641 -5.540 -0.368
56 C -0.553 -4.154 -0.180
57 N 0.164 -3.356 -0.939
58 C 0.857 -3.899 -1.961
59 H 3.723 -0.688 -5.001
60 H 2.384 0.136 -3.080
61 H 3.708 -3.130 -5.508
62 H 2.899 -5.403 -4.946
63 H 1.554 -6.877 -3.514
64 H 0.025 -7.167 -1.587
65 H -1.249 -6.139 0.296
66 H -1.100 -3.685 0.632

Entry 3:
C4H9NOS | ωB97M-V/def2-TZVPD

Summary:
multiplicity	1
strongest force on any atom	3.604	eV/A
charge	0
energy relative to the best compared isomer or geometry (same formula, charge and spin)	201.4	kcal/mol

Atoms and positions in Å:
1 C -1.102 -0.168 0.566
2 N 0.149 0.359 0.150
3 C 0.834 1.030 1.410
4 O 0.879 0.497 2.483
5 C -2.208 0.087 -0.203
6 C -3.549 -0.264 -0.129
7 S 3.343 0.458 -0.588
8 H -1.036 -0.674 1.507
9 H 3.873 -1.468 -2.430
10 H 0.842 -0.283 0.680
11 H 1.482 1.834 1.030
12 H -2.089 0.925 -0.894
13 H 4.218 -1.102 -2.976
14 H -4.161 0.477 -0.627
15 H -3.991 -1.188 0.220
16 H 2.515 -0.521 -0.199

Entry 4:
C6H18ClO3 | ωB97M-V/def2-TZVPD

Summary:
multiplicity	1
strongest force on any atom	2.626	eV/A
charge	-1
energy relative to the best compared isomer or geometry (same formula, charge and spin)	25.9	kcal/mol

Atoms and positions in Å:
1 Cl -3.492 5.697 -6.650
2 C -2.762 0.106 -0.620
3 C -3.059 1.414 -1.434
4 O -2.086 1.719 -2.384
5 H -2.434 -0.696 -1.281
6 H -3.565 -0.143 0.075
7 H -1.817 0.325 -0.123
8 H -2.860 2.324 -0.869
9 H -4.110 1.495 -1.708
10 H -2.429 2.349 -3.022
11 C -2.062 8.448 -13.747
12 C -2.948 7.912 -12.600
13 O -2.335 6.821 -12.046
14 H -2.537 9.189 -14.390
15 H -1.917 7.621 -14.443
16 H -1.107 8.908 -13.494
17 H -3.928 7.779 -13.059
18 H -3.158 8.681 -11.857
19 H -2.735 6.428 -11.267
20 C -8.658 7.388 -10.456
21 C -8.713 5.974 -9.882
22 O -8.609 6.218 -8.486
23 H -7.758 7.889 -10.100
24 H -9.494 8.015 -10.146
25 H -8.629 7.466 -11.543
26 H -7.991 5.346 -10.404
27 H -9.644 5.423 -10.021
28 H -7.682 6.200 -8.234

Number 1: orbital gap 8.381 eV, LUMO -0.2 eV, HOMO level -8.54 eV. Number 2: orbital gap 5.607 eV, LUMO -0.3 eV, HOMO level -5.91 eV. Number 3: orbital gap 3.605 eV, LUMO -3.3 eV, HOMO level -6.95 eV. Number 4: orbital gap 6.673 eV, LUMO 2.9 eV, HOMO level -3.80 eV.